1.
Computed, not measured: H8NNaO7 as an isolated structure at a distorted geometry, with ωB97M-V/def2-TZVPD.

As for the spin multiplicity: 1. The calculation puts the HOMO energy at -7.9 eV. The value obtained for the energy above the lowest of the compared OMol25 structures with the same formula, charge and spin is 0.0 kcal per mole. For the total energy, the calculation gives -748.4845 Ha.

CARTESIAN COORDINATES (ANGSTROEM)
Na: -0.200 0.928 0.258
N: 0.387 -2.643 -0.620
O: 0.996 -1.541 -0.384
O: -0.424 -2.686 -1.532
O: 0.569 -3.637 0.088
O: 0.472 2.424 -1.568
H: 1.342 2.350 -1.961
H: -0.111 2.600 -2.306
O: -1.239 -0.625 1.903
H: -0.412 -0.885 2.309
H: -1.850 -0.542 2.635
O: -1.648 -0.155 -1.337
H: -1.323 -1.052 -1.417
H: -2.539 -0.190 -1.683
O: 1.740 1.868 1.574
H: 1.842 2.567 2.221
H: 2.398 1.218 1.819

Force components x, y, z for each atom (eV/Å):
Na 0.08 -0.62 -0.45
N 0.70 0.17 1.67
O -0.20 -0.17 0.21
O -1.23 0.31 -1.47
O 0.46 0.41 -0.01
O -0.09 0.08 0.40
H 0.30 -0.10 -0.01
H -0.26 -0.09 -0.18
O 0.09 0.51 -0.25
H 0.34 -0.45 0.04
H -0.25 0.01 0.14
O -0.39 1.22 0.20
H 0.81 -1.19 -0.17
H -0.17 0.07 0.00
O -0.36 -0.10 -0.20
H -0.05 0.26 0.11
H 0.24 -0.32 -0.04

=====

2.
Computed, not measured: one molecule with the formula C6H14O, with ωB97M-V/def2-TZVPD.

As for the spin multiplicity: 1. The calculation puts the HOMO energy at -10.2 eV. Its structure (SMILES) is CC(C)C[C@@H](C)O. The value obtained for the energy above the lowest of the compared OMol25 structures with the same formula, charge and spin is 8.8 kcal per mole. For the total energy, the calculation gives -312.2410 Ha.

CARTESIAN COORDINATES (ANGSTROEM)
C: -1.626 -0.605 -1.247
C: -1.196 -0.293 0.220
C: -2.142 0.446 1.196
C: 0.125 0.503 0.243
C: 1.369 -0.283 -0.131
C: 2.566 0.619 -0.403
O: 1.636 -1.166 0.953
H: -2.413 -1.370 -1.329
H: -0.765 -1.047 -1.774
H: -1.943 0.262 -1.838
H: -1.036 -1.304 0.597
H: -3.140 0.011 1.305
H: -2.255 1.508 0.933
H: -1.687 0.443 2.200
H: 0.309 0.932 1.241
H: 0.009 1.359 -0.437
H: 1.155 -0.868 -1.039
H: 2.842 1.166 0.506
H: 2.342 1.342 -1.194
H: 3.432 0.026 -0.723
H: 2.419 -1.680 0.721

Force components x, y, z for each atom (eV/Å):
C -0.01 0.15 0.13
C 0.02 -0.10 -0.16
C -0.09 -0.07 -0.16
C 0.00 -0.01 -0.09
C -0.13 0.23 -0.34
C 0.06 0.03 0.01
O 0.20 -0.24 -0.03
H 0.06 0.33 0.32
H -0.21 0.21 0.17
H 0.02 0.06 0.23
H 0.29 0.10 0.53
H 0.10 -0.04 -0.24
H -0.04 -0.24 -0.15
H -0.09 -0.12 -0.34
H -0.11 -0.17 -0.16
H 0.08 -0.11 0.02
H 0.10 0.02 0.10
H -0.07 -0.06 -0.12
H 0.03 -0.12 0.09
H -0.09 0.09 0.06
H -0.15 0.03 0.13

=====

3.
Computed, not measured: one molecule with the formula C4H9NO2 at a distorted geometry, with ωB97M-V/def2-TZVPD.

As for the spin multiplicity: 1. The calculation puts the HOMO energy at -9.9 eV. Its structure (SMILES) is CCNC(=O)OC. The value obtained for the energy above the lowest of the compared OMol25 structures with the same formula, charge and spin is 26.7 kcal per mole. For the total energy, the calculation gives -363.0429 Ha.

CARTESIAN COORDINATES (ANGSTROEM)
C: 0.307 -0.916 2.337
C: 1.178 -0.551 1.129
N: 0.480 -0.625 -0.195
C: -0.512 0.313 -0.495
O: -0.745 1.250 0.233
O: -1.136 0.148 -1.706
C: -0.978 1.242 -2.628
H: 0.039 -1.981 2.357
H: 0.828 -0.707 3.280
H: -0.605 -0.319 2.311
H: 1.562 0.461 1.202
H: 2.046 -1.236 1.092
H: 0.338 -1.602 -0.269
H: -1.655 1.074 -3.472
H: -1.199 2.216 -2.179
H: 0.054 1.233 -2.997

Force components x, y, z for each atom (eV/Å):
C -0.07 0.10 -0.09
C -0.12 0.35 -0.20
N 0.32 0.29 1.32
C 0.31 0.21 0.47
O 0.21 -0.10 -0.44
O 0.45 -0.41 0.30
C 0.09 0.06 -0.03
H 0.05 0.22 -0.17
H -0.03 0.02 -0.26
H 0.03 -0.07 0.11
H 0.03 0.10 0.27
H -0.40 0.34 -0.29
H -0.85 -0.77 -1.50
H 0.11 -0.13 0.35
H -0.01 -0.31 0.13
H -0.11 0.08 0.01

=====

4.
Computed, not measured: an isolated ion of composition C3H3N2S and charge -1 at a distorted geometry, with ωB97M-V/def2-TZVPD.

Its charge is -1. As for the spin multiplicity: 1. The calculation puts the HOMO energy (alpha / beta) at -2.5 / -2.5 eV. The value obtained for the energy above the lowest of the compared OMol25 structures with the same formula, charge and spin is 124.1 kcal per mole. For the total energy, the calculation gives -623.6611 Ha.

CARTESIAN COORDINATES (ANGSTROEM)
C: -1.347 -0.167 0.567
C: -1.775 -1.146 -0.194
C: 0.790 0.705 -0.170
N: -0.486 0.782 0.044
N: 1.628 -0.237 0.197
S: 3.226 -0.152 -0.101
H: -1.773 0.056 1.544
H: -1.431 -1.429 -1.173
H: 1.168 1.588 -0.714

Force components x, y, z for each atom (eV/Å):
C 0.37 0.02 0.99
C -0.65 -0.64 -0.31
C 0.14 1.47 -1.11
N -0.75 0.36 0.01
N 0.82 -1.42 0.64
S -0.77 0.24 0.02
H 0.03 0.11 0.13
H 0.50 0.12 -0.38
H 0.31 -0.26 0.01

=====

5.
Computed, not measured: C4H6OS2 as an isolated structure at a distorted geometry, with ωB97M-V/def2-TZVPD.

As for the spin multiplicity: 1. The calculation puts the HOMO energy at -8.8 eV. The value obtained for the energy above the lowest of the compared OMol25 structures with the same formula, charge and spin is 106.1 kcal per mole. For the total energy, the calculation gives -1027.4625 Ha.

CARTESIAN COORDINATES (ANGSTROEM)
C: 1.603 0.922 -0.796
C: 0.602 -0.392 -0.902
C: -1.883 -0.087 0.518
C: -0.887 -0.490 1.633
H: 1.023 1.780 -1.469
H: 1.517 1.421 0.238
H: 2.657 0.703 -1.344
H: 0.455 -1.095 0.179
H: 0.801 -1.216 -1.880
H: -1.301 -0.230 2.701
O: 0.072 -1.069 1.516
S: -1.247 0.021 -1.041
S: -3.412 -0.270 0.647

Force components x, y, z for each atom (eV/Å):
C -2.15 0.60 -2.49
C 0.30 -2.34 -0.17
C 4.10 -1.26 -0.48
C -8.40 4.82 3.29
H 1.73 -2.13 1.37
H 0.91 -1.25 -1.41
H -2.45 0.64 1.97
H 1.67 2.03 -4.24
H -0.47 2.90 2.78
H 0.42 -0.13 -1.42
O 6.09 -4.45 1.00
S 2.05 0.52 -1.60
S -3.80 0.06 1.41

=====

6.
Computed, not measured: a 3-piece molecular cluster, C2H7NO4 overall at a distorted geometry, with ωB97M-V/def2-TZVPD.

As for the spin multiplicity: 1. The calculation puts the HOMO energy at -10.1 eV. Its structure (SMILES) is O=CNC=O.O.O. The value obtained for the energy above the lowest of the compared OMol25 structures with the same formula, charge and spin is 29.1 kcal per mole. For the total energy, the calculation gives -436.1071 Ha.

CARTESIAN COORDINATES (ANGSTROEM)
O: 0.047 -0.485 -3.356
C: -0.416 0.536 -2.925
N: -0.676 0.687 -1.577
C: -0.633 -0.276 -0.546
O: 0.234 -1.077 -0.378
H: -0.802 1.356 -3.543
H: -1.254 1.486 -1.372
H: -1.465 -0.167 0.156
H: -0.173 -0.517 2.769
H: -1.000 0.827 2.834
O: -0.610 0.164 2.252
H: 2.472 0.728 3.875
H: 1.310 -0.137 3.578
O: 1.810 0.226 4.319

Force components x, y, z for each atom (eV/Å):
O 0.22 0.41 -0.62
C 0.02 -1.69 0.47
N -0.52 0.85 0.15
C 0.33 0.16 0.04
O 0.01 -0.22 -0.37
H 0.23 0.27 -0.01
H -0.16 0.00 0.16
H -0.11 0.12 -0.04
H -0.52 0.03 0.13
H 0.25 -0.34 0.32
O -0.06 0.25 -0.33
H 0.93 0.69 -0.35
H 0.24 0.12 0.25
O -0.87 -0.66 0.19